Entry 1:
Below is a cluster of 2 separate species, C6H6N2O2 in total in a non-equilibrium geometry, with properties calculated with wB97M-V/def2-TZVPD.

Each line ends with the natural charge from an NBO analysis.
Element x y z (Å)
O -2.33672 2.53544 0.24401  -0.538
C -2.09828 1.36385 0.05403  0.669
C -3.11847 0.34233 -0.21591  -0.378
C -2.75470 -1.00971 -0.22661  0.052
N -1.40762 -1.47758 -0.13040  -0.600
C -0.38787 -0.76271 0.21385  0.775
O 0.74962 -1.21406 0.56294  -0.617
N -0.70393 0.66903 -0.03711  -0.713
H -4.19782 0.79155 0.00016  0.264
H -3.43355 -1.85488 -0.51958  0.230
H -1.52537 -2.49974 0.48810  0.431
H 0.09424 1.28195 0.33958  0.424
C 5.57123 0.98319 -0.07224  -0.268
C 4.88151 -0.00335 -0.09366  -0.245
H 6.21237 1.88624 -0.36487  0.256
H 4.45537 -1.03155 -0.24231  0.258

Computed properties:
2S+1: 1
E_HOMO in eV: -9.93
ΔE to the lowest compared entry with this formula, charge and spin in eV: 4.1621
Frontier orbital gap in eV: 9.747
SMILES: O=c1cc[nH]c(=O)[nH]1.C#C

Entry 2:
Below is a cluster of 2 separate species, C6H6N2O2 in total in a non-equilibrium geometry, with properties calculated with wB97M-V/def2-TZVPD.

Each line ends with the natural charge from an NBO analysis.
Element x y z (Å)
O -0.22386 2.51988 0.13968  -0.562
C -0.22122 1.31637 0.08847  0.656
C 0.58988 0.43867 1.10220  -0.362
C 0.13509 -0.80150 1.04245  0.027
N -1.09260 -1.30312 0.50515  -0.609
C -1.88413 -0.57038 -0.31710  0.793
O -2.85453 -1.00432 -0.87053  -0.589
N -1.28025 0.70636 -0.57386  -0.668
H 1.61401 0.70336 1.53253  0.270
H 0.50477 -1.70148 1.76109  0.208
H -1.21497 -2.22433 0.63197  0.408
H -2.07515 1.24876 -0.94590  0.432
C 3.27647 -0.79935 -0.16575  -0.267
C 3.97003 -0.37802 -0.99548  -0.210
H 2.62125 -1.12506 0.65450  0.233
H 4.59058 -0.08311 -1.83509  0.239

Computed properties:
2S+1: 1
E_HOMO in eV: -9.91
ΔE to the lowest compared entry with this formula, charge and spin in eV: 3.0948
Frontier orbital gap in eV: 10.385
SMILES: O=c1cc[nH]c(=O)[nH]1.C#C

Entry 3:
Below is a structure of composition C6H6N2O5Yb in a non-equilibrium geometry, with properties calculated with wB97M-V/def2-TZVPD.

Each line ends with the natural charge from an NBO analysis.
Element x y z (Å)
Yb -0.69480 -0.30331 -1.63035  2.024
O -0.03877 2.68148 -3.62488  -0.203
C -0.20916 1.65534 -3.12160  0.398
C 1.29860 -1.73136 -1.55105  0.398
O 2.20438 -2.46411 -1.52608  -0.226
C -2.34606 -2.10882 -1.34216  0.394
O -3.13366 -2.92923 -1.16475  -0.202
C -0.33843 -2.06656 -3.40363  0.389
O -0.02643 -2.95445 -4.08208  -0.230
C -0.93754 0.61379 3.05151  -0.434
N 0.21285 1.18532 2.35818  -0.488
C 0.57635 0.89464 1.11755  0.808
N 1.77240 1.38947 0.69317  -0.784
O -0.16524 0.24012 0.29522  -0.882
H -1.49687 -0.04348 2.38101  0.211
H -1.59846 1.41637 3.39265  0.260
H -0.61168 0.02401 3.91837  0.265
H 0.92039 1.67694 2.89667  0.442
H 2.29839 0.86320 0.00375  0.412
H 2.31373 1.96065 1.33851  0.447

Computed properties:
2S+1: 2
E_HOMO (alpha / beta) in eV: -20.67 / -20.66
Expectation value of S²: 0.751
Charge: +3
Frontier orbital gap (alpha / beta) in eV: 6.584 / 5.900

Entry 4:
Below is an isolated molecule of C6H6N3OP in a non-equilibrium geometry, with properties calculated with wB97M-V/def2-TZVPD.

Each line ends with the natural charge from an NBO analysis.
Element x y z (Å)
C 0.44401 -1.83842 -2.25439  -0.221
C -1.34680 1.65072 3.50300  0.072
C 0.18520 -0.94444 -1.17424  0.291
C 0.18322 0.57290 -1.03670  -0.298
C 1.51269 -1.47758 -3.27739  0.100
C -1.26513 0.59331 2.48970  -0.550
N 0.35926 -1.25063 -3.68352  -0.238
N -1.62302 2.08583 2.36548  -0.287
N -0.14332 -0.50881 -0.01509  -0.397
O 1.31631 1.11287 1.84706  -1.070
P 0.45189 -0.06670 2.07786  1.311
H 0.23427 -2.84455 -2.23692  0.220
H -1.31191 1.92324 4.58100  0.220
H 1.22215 1.09674 -0.89575  0.205
H -0.61243 1.21369 -1.20836  0.203
H 2.54436 -1.18023 -3.55448  0.247
H -2.15075 -0.13793 2.47274  0.192

Computed properties:
2S+1: 1
E_HOMO in eV: -8.11
ΔE to the lowest compared entry with this formula, charge and spin in eV: 5.9831
Frontier orbital gap in eV: 7.732

Entry 5:
Below is a cluster of 2 separate species, C6H6NO3 in total in a non-equilibrium geometry, with properties calculated with wB97M-V/def2-TZVPD.

Each line ends with the natural charge from an NBO analysis.
Element x y z (Å)
C -0.60871 0.33308 1.35191  0.448
C 0.43501 1.44866 1.08646  0.088
C -0.65533 -0.31801 0.08498  -0.164
C 0.93081 2.24911 2.03472  -0.563
C -1.31273 -1.44538 -0.29608  0.631
C -0.17339 -2.09109 -2.39140  -0.847
N 0.82622 1.36757 -0.25941  -0.317
O -2.17272 -2.28500 -0.04490  -0.578
O -1.29733 0.20513 2.38173  -0.634
O 0.33549 0.22640 -0.78000  -0.352
H 1.62336 2.96028 1.70981  0.184
H 0.59582 1.97728 3.06530  0.232
H -0.70893 -2.87668 -2.73751  0.161
H 0.77435 -2.20478 -2.09513  0.162
H -0.42104 -1.10062 -2.67051  0.184
H 1.82913 1.55404 -0.43997  0.366

Computed properties:
2S+1: 1
E_HOMO (alpha / beta) in eV: -3.00 / -2.99
Charge: -1
ΔE to the lowest compared entry with this formula, charge and spin in eV: 6.4721
Frontier orbital gap (alpha / beta) in eV: 6.642 / 6.626

Entry 6:
Below is a structure of composition C6H6NO3S2 in a non-equilibrium geometry, with properties calculated with wB97M-V/def2-TZVPD.

Each line ends with the natural charge from an NBO analysis.
Element x y z (Å)
C 2.50716 -0.67000 -0.11627  -0.367
C 2.14414 0.20922 -1.18218  -0.429
C 1.40829 -0.88183 0.59277  0.406
C 0.80310 0.45161 -0.97996  0.483
C -2.61236 0.20138 -0.40329  0.289
C -0.98728 -0.00508 0.73663  -0.373
N 0.29935 -0.19226 0.07868  -0.442
O -2.83706 1.41612 -0.46629  -0.664
O 1.30595 -1.65400 1.69764  -0.667
O 0.04145 1.31142 -1.63474  -0.679
S -3.32526 -1.13276 -0.89675  -0.232
S -0.96512 1.24986 2.02892  -0.082
H 3.36647 -1.26978 -0.05807  0.206
H 2.43849 0.21382 -2.18890  0.208
H -1.33564 -1.02537 1.09487  0.211
H 0.29217 -1.65454 1.72413  0.475
H -0.92681 1.14918 -1.46378  0.507
H -1.61705 2.28301 1.43659  0.151

Computed properties:
2S+1: 1
E_HOMO in eV: -3.74
Charge: -1
ΔE to the lowest compared entry with this formula, charge and spin in eV: 0.1489
Frontier orbital gap in eV: 6.927

Entry 7:
Below is the ion C6H6NS with charge +1 in a non-equilibrium geometry, with properties calculated with wB97M-V/def2-TZVPD.

Each line ends with the natural charge from an NBO analysis.
Element x y z (Å)
C 2.18342 1.04627 0.24076  -0.320
C 1.66261 -0.34687 0.48504  -0.178
C 2.48021 -1.36121 0.41238  0.465
C 4.79330 -1.80832 -0.14834  0.482
C -0.56016 0.24424 -0.53850  -0.604
C 0.18179 -0.54947 0.59558  -0.406
N 3.62974 -1.78373 0.14169  -0.612
S 3.60974 1.62167 -0.29326  0.698
H 1.24776 1.73672 0.43524  0.318
H -1.63743 0.09601 -0.43462  0.253
H -0.28821 -0.10170 -1.46982  0.219
H -0.29884 1.31394 -0.63977  0.198
H -0.05208 -1.57410 0.54059  0.257
H 0.15689 -0.01038 1.52652  0.230

Computed properties:
2S+1: 3
E_HOMO (alpha / beta) in eV: -13.66 / -14.55
Expectation value of S²: 2.022
Charge: +1
ΔE to the lowest compared entry with this formula, charge and spin in eV: 0.0000
Frontier orbital gap (alpha / beta) in eV: 6.713 / 5.945

Entry 8:
Below is a structure of composition C6H6O, with properties calculated with wB97M-V/def2-TZVPD.

Each line ends with the natural charge from an NBO analysis.
Element x y z (Å)
C -1.62780 -0.31843 2.19539  -0.222
C -0.91097 -0.23079 1.23138  -0.016
C -0.06595 -0.14341 0.07807  -0.194
C 1.44890 -0.07237 0.13420  -0.415
C 0.69115 1.02192 -0.52215  0.121
O 0.34414 0.66821 -1.85080  -0.512
C -0.47866 -0.41339 -1.36475  -0.035
H -2.26744 -0.38621 3.04757  0.237
H 2.03891 -0.75109 -0.47881  0.224
H 1.84241 0.13964 1.12417  0.233
H 0.71650 2.07353 -0.25530  0.209
H -1.53715 -0.20545 -1.54946  0.190
H -0.19402 -1.38216 -1.78952  0.180

Computed properties:
2S+1: 1
E_HOMO in eV: -9.25
ΔE to the lowest compared entry with this formula, charge and spin in eV: 3.9272
Frontier orbital gap in eV: 10.296

Entry 9:
Below is an isolated molecule of C6H6O, with properties calculated with wB97M-V/def2-TZVPD.

Each line ends with the natural charge from an NBO analysis.
Element x y z (Å)
C 2.99476 -0.42445 0.51191  -0.197
C 1.82228 -0.22428 0.31720  -0.037
C 0.42798 -0.02731 0.07834  -0.123
C -0.25029 1.11888 0.06844  -0.159
C -1.69429 0.84757 -0.22935  -0.092
O -1.78673 -0.55817 -0.39867  -0.520
C -0.52164 -1.16854 -0.21580  -0.067
H 4.03514 -0.59465 0.68505  0.238
H 0.15298 2.11014 0.24446  0.225
H -2.35180 1.16941 0.59214  0.183
H -2.03018 1.35648 -1.14509  0.183
H -0.23262 -1.71735 -1.12333  0.184
H -0.56559 -1.88771 0.61471  0.183

Computed properties:
2S+1: 1
E_HOMO in eV: -8.98
ΔE to the lowest compared entry with this formula, charge and spin in eV: 2.6452
Frontier orbital gap in eV: 9.948
SMILES: C#CC1=CCOC1

Entry 10:
Below is an isolated molecule of C6H6O in a non-equilibrium geometry, with properties calculated with wB97M-V/def2-TZVPD.

Each line ends with the natural charge from an NBO analysis.
Element x y z (Å)
C 1.27482 0.98967 1.98877  -0.445
C 0.58019 0.37121 1.08088  0.285
C -0.61444 -0.47060 1.07804  -0.254
C -1.00506 -0.72737 -0.19271  -0.213
C -0.17970 -0.03662 -1.16472  0.286
C -0.29154 -0.23438 -2.48684  -0.458
O 0.76286 0.67852 -0.30300  -0.498
H 1.28565 0.71024 2.98864  0.212
H 1.95691 1.62401 1.67170  0.207
H -0.97529 -1.21238 1.79498  0.231
H -1.88608 -1.32743 -0.36919  0.223
H -1.17120 -0.67777 -2.93101  0.218
H 0.26288 0.31290 -3.15555  0.206

Computed properties:
2S+1: 1
E_HOMO in eV: -8.29
ΔE to the lowest compared entry with this formula, charge and spin in eV: 2.6187
Frontier orbital gap in eV: 8.531
SMILES: C=c1ccc(=C)o1

Entry 11:
Below is an isolated molecule of C6H6O in a non-equilibrium geometry, with properties calculated with wB97M-V/def2-TZVPD.

Each line ends with the natural charge from an NBO analysis.
Element x y z (Å)
C 0.56931 0.90488 0.47598  -0.499
C 0.55271 -0.61247 0.64333  -0.398
C -0.89985 -1.11055 0.50242  -0.309
C -1.74992 -0.57343 -0.31450  -0.102
C 0.40874 0.94710 -0.99300  0.140
C 1.16924 -1.14213 -0.64473  0.288
O 0.94282 -0.19875 -1.47368  -0.470
H -0.26546 1.31032 0.92107  0.228
H 1.42752 1.44947 0.88660  0.228
H 1.02106 -0.94410 1.53510  0.231
H -1.12390 -1.81884 1.32189  0.235
H -2.21034 0.11448 -1.05484  0.225
H 0.15806 1.67401 -1.80564  0.203

Computed properties:
2S+1: 3
E_HOMO (alpha / beta) in eV: -7.30 / -8.50
Expectation value of S²: 2.021
ΔE to the lowest compared entry with this formula, charge and spin in eV: 1.3239
Frontier orbital gap (alpha / beta) in eV: 8.215 / 7.614

Entry 12:
Below is an isolated molecule of C6H6O2 in a non-equilibrium geometry, with properties calculated with wB97M-V/def2-TZVPD.

Each line ends with the natural charge from an NBO analysis.
Element x y z (Å)
C 1.88378 -1.80252 -0.12489  -0.240
C 1.12730 -0.89517 0.15388  -0.071
C 0.39862 0.48239 0.01549  0.228
O 1.09509 1.71543 -0.31415  -0.664
C -0.81240 0.33066 1.07885  -0.590
C -1.54313 -0.35140 -0.11994  0.618
O -2.60387 -0.74138 -0.28904  -0.484
C -0.54034 0.15004 -1.07695  -0.550
H 2.75837 -2.44627 0.25260  0.261
H 1.79549 1.73746 0.24445  0.473
H -1.38168 1.34333 1.54095  0.248
H -1.15622 -0.18399 1.95868  0.267
H -0.65731 1.16983 -1.37906  0.258
H -0.36371 -0.50841 -1.94087  0.246

Computed properties:
2S+1: 1
E_HOMO in eV: -9.46
ΔE to the lowest compared entry with this formula, charge and spin in eV: 5.2898
Frontier orbital gap in eV: 10.046
SMILES: C#CC1(O)CC(=O)C1

Entry 13:
Below is an isolated molecule of C6H6O2, with properties calculated with wB97M-V/def2-TZVPD.

Each line ends with the natural charge from an NBO analysis.
Element x y z (Å)
C -0.17064 2.13776 -0.36455  -0.635
C -1.13921 -0.23914 -0.78893  0.515
C 0.12918 -0.11298 1.15549  0.476
C -0.47311 0.68807 -0.29096  -0.163
C 0.62139 -1.30898 0.72658  -0.198
C 1.67855 -2.00214 0.38066  -0.446
O -1.80363 -1.16296 -1.38640  -0.597
O -0.21222 0.44639 2.17060  -0.582
H -2.66061 -1.31840 -0.95552  0.516
H -0.35862 2.57767 0.61629  0.256
H -0.77697 2.64100 -1.11662  0.227
H 0.88603 2.28203 -0.60004  0.238
H 1.59623 -3.04602 0.09006  0.200
H 2.68362 -1.58230 0.36334  0.193

Computed properties:
2S+1: 1
E_HOMO (alpha / beta) in eV: -7.89 / -7.89
ΔE to the lowest compared entry with this formula, charge and spin in eV: 4.9462
Frontier orbital gap (alpha / beta) in eV: 7.934 / 7.934

Entry 14:
Below is an isolated molecule of C6H6O2 in a non-equilibrium geometry, with properties calculated with wB97M-V/def2-TZVPD.

Each line ends with the natural charge from an NBO analysis.
Element x y z (Å)
O 0.16376 -3.21597 -1.70029  -0.465
C 0.60495 -2.83395 -0.64721  0.711
C 1.08736 -2.13706 0.29664  -0.557
C 0.40552 -0.84889 0.67341  -0.172
C -0.18553 0.03584 -0.20381  -0.190
C -0.86058 1.23966 0.34267  -0.555
C -0.51172 2.54500 -0.49787  0.463
O -0.06379 2.46602 -1.60179  -0.508
H 2.04074 -2.50432 0.84870  0.272
H 0.58845 -0.66765 1.67649  0.198
H -0.18167 -0.18202 -1.32441  0.234
H -0.45091 1.34074 1.40227  0.222
H -1.90970 1.26333 0.61002  0.242
H -0.72690 3.49928 0.12517  0.106

Computed properties:
2S+1: 1
E_HOMO in eV: -8.64
ΔE to the lowest compared entry with this formula, charge and spin in eV: 2.1519
Frontier orbital gap in eV: 9.281
SMILES: O=C=C/C=C/CC=O

Entry 15:
Below is an isolated molecule of C6H6O2 in a non-equilibrium geometry, with properties calculated with wB97M-V/def2-TZVPD.

Each line ends with the natural charge from an NBO analysis.
Element x y z (Å)
C -1.10022 -2.37003 -0.07289  -0.154
C -0.82584 -1.26409 -0.28534  -0.127
C -0.07232 -0.15395 -0.67738  -0.131
C 0.65023 -0.24148 -1.78848  -0.315
C -0.12016 1.08832 0.39417  0.000
O -1.37176 1.34006 1.01048  -0.691
C 0.90500 0.52544 1.44782  0.410
O 1.75185 1.13030 2.16150  -0.508
H -1.45213 -3.56428 -0.36940  0.277
H 0.96869 -1.05817 -2.45889  0.231
H 1.29517 0.70853 -2.12156  0.198
H 0.18608 2.13214 -0.10708  0.178
H -1.17932 2.29181 1.51608  0.490
H 0.36472 -0.56460 1.35094  0.142

Computed properties:
2S+1: 1
E_HOMO in eV: -9.34
ΔE to the lowest compared entry with this formula, charge and spin in eV: 5.9599
Frontier orbital gap in eV: 9.530
SMILES: C#CC(=C)[C@@H](O)C=O

Entry 16:
Below is a structure of composition C6H6O3PS in a non-equilibrium geometry, with properties calculated with wB97M-V/def2-TZVPD.

Each line ends with the natural charge from an NBO analysis.
Element x y z (Å)
C 0.37518 1.49596 0.42014  -0.242
C 0.47481 0.84011 -0.81163  -0.227
C -0.01483 0.74095 1.44110  -0.221
C 0.07772 -0.42727 -0.98217  -0.196
C -0.46784 -0.59083 1.27588  -0.206
C -0.48071 -1.22589 0.02012  -0.324
O 2.33041 -2.71175 1.55750  -0.970
O 2.15838 -4.75465 0.27436  -0.959
O 2.36158 -2.48228 -0.82852  -0.967
P -0.80172 -2.98134 -0.06167  0.071
S 1.97730 -3.31968 0.29558  2.285
H 0.43228 2.60752 0.56216  0.202
H 0.97899 1.22897 -1.67183  0.202
H 0.01195 1.08737 2.50260  0.197
H 0.13230 -0.90471 -1.94965  0.206
H -0.72513 -1.15816 2.19685  0.204
H -0.67437 -3.01715 -1.46496  -0.054

Computed properties:
2S+1: 1
E_HOMO (alpha / beta) in eV: -3.83 / -3.83
Charge: -1
ΔE to the lowest compared entry with this formula, charge and spin in eV: 2.8818
Frontier orbital gap (alpha / beta) in eV: 7.240 / 7.238